(1)
Below is the molecule C4H4N2O, with properties calculated with ωB97M-V with the def2-TZVPD basis set.

## Properties
SMILES string ... O=Cn1ccnc1
E_HOMO ... -9.5 eV
Frontier orbital gap ... 10.2 eV
Electronic energy ... -339.5461 hartree
Energy relative to the best compared isomer or geometry (same formula, charge and spin) ... 0.9681 eV

```
11
Properties=species:S:1:pos:R:3:forces:R:3
C 1.1807 1.3285 -0.4216 -1.9 -3.0 -0.5
C -0.3678 -0.5126 -0.8247 -0.9 -1.4 0.0
C -1.2773 -1.1962 -0.0752 1.9 1.5 0.9
C -0.1487 -0.0152 1.3158 0.0 -0.5 1.8
H 1.2677 1.3536 -1.5136 -0.3 -0.4 -0.2
H -0.0448 -0.7480 -1.8536 -0.3 0.8 0.7
H -1.8592 -1.8974 -0.5609 -1.6 -1.5 0.1
H 0.3277 0.2475 2.2664 -0.2 0.6 -0.8
N 0.3132 0.2465 0.0809 2.6 2.4 -2.3
N -1.1115 -0.8810 1.3106 -0.8 -0.9 -2.0
O 1.7200 2.0743 0.2759 1.6 2.3 2.1
```
Positions in Å, forces in eV/Å.

(2)
Below is the molecule C4H4N2O, with properties calculated with ωB97M-V with the def2-TZVPD basis set.

## Properties
SMILES string ... O=c1cc[nH]cn1
E_HOMO ... -9.4 eV
Frontier orbital gap ... 9.9 eV
Electronic energy ... -339.5631 hartree
Energy relative to the best compared isomer or geometry (same formula, charge and spin) ... 0.5064 eV

```
11
Properties=species:S:1:pos:R:3:forces:R:3
O 2.2844 -1.1563 0.6644 -0.3 0.1 -0.3
C 1.2628 -0.7604 0.1460 0.3 -0.1 0.0
C 1.0672 0.6153 -0.3485 -0.1 0.1 0.1
C -0.1433 1.1575 -0.1410 0.1 -0.1 0.0
N -1.1938 0.3249 0.2077 0.2 -0.1 0.0
C -1.0119 -1.0282 0.0342 0.1 0.0 0.0
N 0.1349 -1.5905 -0.0328 -0.1 0.2 -0.1
H 1.8967 1.1659 -0.7695 0.0 0.1 0.3
H -0.3883 2.2052 -0.2918 0.1 -0.2 0.1
H -1.9979 0.6704 0.7054 -0.1 0.0 -0.4
H -1.9108 -1.6036 -0.1741 0.0 0.0 0.4
```
Positions in Å, forces in eV/Å.

(3)
Below is the molecule C4H4N2O, with properties calculated with ωB97M-V with the def2-TZVPD basis set.

## Properties
SMILES string ... N#CCOCC#N
E_HOMO ... -11.9 eV
Frontier orbital gap ... 12.3 eV
Electronic energy ... -339.5114 hartree
Energy relative to the best compared isomer or geometry (same formula, charge and spin) ... 1.9129 eV

```
11
Properties=species:S:1:pos:R:3:forces:R:3
N -0.8602 -0.8174 2.7418 0.5 -0.6 -1.2
C -0.7226 -0.5286 1.6271 -0.5 0.4 2.0
C -0.8795 0.4521 0.5387 -0.2 0.2 -0.1
O 0.3281 1.0038 0.0936 0.0 0.0 -0.1
C 1.1575 0.0892 -0.5748 0.2 -0.1 -0.1
C 0.4877 -0.4829 -1.7642 -0.6 -0.4 -0.8
N -0.1136 -0.9226 -2.6494 0.7 0.5 0.9
H -1.4203 1.2549 1.0530 0.0 0.0 -0.5
H -1.4824 0.0405 -0.2741 0.0 0.0 0.0
H 2.0455 0.6476 -0.8798 -0.1 -0.2 0.0
H 1.4598 -0.7366 0.0882 0.0 0.1 -0.1
```
Positions in Å, forces in eV/Å.

(4)
Below is a cluster of 2 separate species, C4H4N2O in total, with properties calculated with ωB97M-V with the def2-TZVPD basis set.

## Properties
E_HOMO ... -10.0 eV
Frontier orbital gap ... 8.4 eV
Electronic energy ... -339.2543 hartree
Energy relative to the best compared isomer or geometry (same formula, charge and spin) ... 8.9076 eV

```
11
Properties=species:S:1:pos:R:3:forces:R:3
C 1.5976 -0.4295 -1.9103 0.1 0.1 -0.7
C 0.6777 -1.0100 -1.3890 -2.2 -1.1 2.1
C -1.0566 -1.4085 0.3519 0.0 1.2 -1.7
C -1.4570 0.0562 0.4377 -0.5 2.5 -1.6
N -0.7076 -2.4072 1.1771 0.5 -1.1 0.9
N -1.6711 -2.6673 0.4026 0.5 0.9 -0.2
O -0.3117 0.8420 0.2378 -1.4 1.1 2.8
H 2.2702 0.0513 -2.5778 0.3 0.0 0.1
H -2.0151 0.5739 1.3011 1.0 -2.0 -0.4
H -2.1281 0.3255 -0.4271 0.2 -1.1 0.6
H 0.1059 0.4557 -0.4998 1.5 -0.7 -1.9
```
Positions in Å, forces in eV/Å.

(5)
Below is the molecule C4H4N2O, with properties calculated with ωB97M-V with the def2-TZVPD basis set.

## Properties
SMILES string ... C=Cc1cnno1
E_HOMO ... -9.5 eV
Frontier orbital gap ... 9.4 eV
Electronic energy ... -339.4870 hartree
Energy relative to the best compared isomer or geometry (same formula, charge and spin) ... 2.5767 eV

```
11
Properties=species:S:1:pos:R:3:forces:R:3
C 2.0025 -0.5661 -0.0278 -2.1 0.3 0.1
C 1.0226 0.3598 -0.0018 1.5 -0.3 0.0
C -0.3916 0.0919 -0.0132 -1.6 -0.1 0.0
C -1.5246 0.8965 -0.0301 2.1 -0.7 0.4
H 1.7472 -1.6157 -0.0982 0.1 0.0 0.0
H 3.0152 -0.2882 0.0729 0.9 0.3 -0.1
H 1.3187 1.4030 0.0443 -0.2 0.0 0.1
H -1.5374 1.9681 0.0510 -0.3 0.0 -0.2
N -2.6030 0.0749 -0.0108 0.3 -0.9 -0.2
N -2.2139 -1.1344 -0.0107 -0.9 0.3 0.3
O -0.8359 -1.1898 0.0243 0.3 1.2 -0.4
```
Positions in Å, forces in eV/Å.

(6)
Below is the molecule C4H4N2O, with properties calculated with ωB97M-V with the def2-TZVPD basis set.

## Properties
SMILES string ... O=C=C1C=NCN1
E_HOMO ... -8.0 eV
Frontier orbital gap ... 8.5 eV
Electronic energy ... -339.5107 hartree
Energy relative to the best compared isomer or geometry (same formula, charge and spin) ... 1.9323 eV

```
11
Properties=species:S:1:pos:R:3:forces:R:3
O -3.0961 -0.6902 -0.9085 0.9 0.2 0.1
C -1.9799 -0.4224 -0.6721 -0.7 -0.1 -0.1
C -0.7395 -0.1059 -0.3566 -0.1 0.0 0.0
C -0.1622 1.2381 -0.2926 0.1 0.1 0.0
N 1.0314 1.2460 0.1506 -0.3 -0.1 -0.1
C 1.3916 -0.1202 0.4889 0.3 0.0 0.2
N 0.3332 -1.0071 -0.0564 -0.1 -0.1 0.1
H 1.4713 -0.1921 1.5848 0.0 0.0 -0.1
H -0.6758 2.1463 -0.5977 0.0 -0.1 0.0
H 2.3707 -0.3632 0.0622 -0.2 0.0 0.0
H 0.0553 -1.7293 0.5974 0.1 0.1 0.0
```
Positions in Å, forces in eV/Å.

(7)
Below is the molecule C4H4N2O, with properties calculated with ωB97M-V with the def2-TZVPD basis set.

## Properties
SMILES string ... N#C/C=C(/N)C=O
E_HOMO ... -9.1 eV
Frontier orbital gap ... 8.2 eV
Electronic energy ... -339.4544 hartree
Energy relative to the best compared isomer or geometry (same formula, charge and spin) ... 3.4619 eV

```
11
Properties=species:S:1:pos:R:3:forces:R:3
C -0.4192 -0.1241 0.0782 2.2 4.3 0.6
C 0.0164 -1.5483 -0.0621 -2.2 -1.4 1.3
C 0.5367 0.8907 -0.1807 0.5 -3.0 -2.5
C 1.7203 0.6737 -1.1269 5.0 4.5 -2.5
H -2.1861 -0.3930 1.1700 0.3 0.0 0.0
H -1.5220 1.3098 1.3296 -0.3 -4.3 -2.7
H -0.8400 -2.3563 0.2435 1.6 1.5 -0.8
H 0.4815 1.9734 -0.0906 -0.8 -0.3 0.5
N -1.6103 0.2882 0.6914 0.6 3.0 2.0
N 2.6793 1.1576 -1.7774 -6.8 -4.1 4.4
O 1.1434 -1.8718 -0.2751 -0.1 -0.2 -0.4
```
Positions in Å, forces in eV/Å.

(8)
Below is the molecule C4H4N2O2, with properties calculated with ωB97M-V with the def2-TZVPD basis set.

## Properties
SMILES string ... CC(=C=O)C1(O)N=N1
E_HOMO ... -8.3 eV
Frontier orbital gap ... 8.6 eV
Electronic energy ... -414.6896 hartree
Energy relative to the best compared isomer or geometry (same formula, charge and spin) ... 4.2621 eV

```
12
Properties=species:S:1:pos:R:3:forces:R:3
C 1.5369 -0.2018 -0.4988 0.2 0.0 0.2
C -1.0073 -0.3030 -0.0578 -1.8 1.4 2.5
C 0.4033 0.9608 1.3799 0.7 1.0 -0.1
C 0.3257 0.1953 0.3144 0.0 -0.7 -0.3
O -1.2104 -0.6299 -1.3511 -0.4 0.3 -0.8
N -1.9270 -0.8708 0.9082 0.5 -0.9 0.6
N -2.1276 0.3356 0.9276 0.9 -0.4 -2.4
O 0.5543 1.7535 2.2170 -0.2 -0.6 0.0
H -2.0652 -0.3291 -1.6903 0.2 0.0 0.2
H 1.9589 -1.1410 -0.1408 0.1 0.0 -0.1
H 2.3095 0.5649 -0.4680 0.0 0.0 0.1
H 1.2488 -0.3346 -1.5403 -0.1 0.0 0.1
```
Positions in Å, forces in eV/Å.

(9)
Below is the molecule C4H4N2O2, with properties calculated with ωB97M-V with the def2-TZVPD basis set.

## Properties
SMILES string ... O/N=c1/cncco1
E_HOMO ... -8.6 eV
Frontier orbital gap ... 8.9 eV
Electronic energy ... -414.6195 hartree
Energy relative to the best compared isomer or geometry (same formula, charge and spin) ... 6.1696 eV

```
12
Properties=species:S:1:pos:R:3:forces:R:3
C 0.2175 0.6616 -0.0192 4.8 -1.7 3.3
C 1.0616 -0.2631 0.8834 -4.0 -1.9 -0.3
C -0.3171 -1.9627 -0.0465 3.1 -1.0 2.8
C -0.6314 -1.1637 -1.0160 0.9 2.8 1.7
H -0.5493 3.6672 0.1319 2.3 -3.9 0.3
H 1.5914 0.4268 1.5950 0.1 -1.7 -0.5
H -0.5696 -3.0798 -0.0892 0.4 2.0 0.3
H -1.2963 -1.5425 -1.6398 -2.7 -0.7 -3.6
N 0.4667 1.8080 0.4295 0.7 0.4 2.7
N 0.6530 -1.5179 1.0323 0.7 1.8 -1.2
O -0.2106 2.7006 -0.1983 -4.4 6.5 -3.6
O -0.4159 0.2655 -1.0632 -1.8 -2.7 -1.8
```
Positions in Å, forces in eV/Å.

(10)
Below is the molecule C4H4N2O2, with properties calculated with ωB97M-V with the def2-TZVPD basis set.

## Properties
SMILES string ... O=C(O)c1cn[nH]c1
E_HOMO ... -9.9 eV
Frontier orbital gap ... 10.0 eV
Electronic energy ... -414.6975 hartree
Energy relative to the best compared isomer or geometry (same formula, charge and spin) ... 4.0461 eV

```
12
Properties=species:S:1:pos:R:3:forces:R:3
C 0.3264 -1.7176 -0.3015 -3.4 -2.9 -2.6
C 0.4862 -0.2569 -0.3104 -3.0 4.0 2.2
C 0.0351 0.6859 -1.3704 -0.2 0.9 -1.6
C 0.1289 0.5982 0.9004 2.9 -3.0 -1.4
H 0.1032 -1.7208 1.6689 -1.4 -2.9 -2.6
H -0.3399 0.6456 -2.4424 1.5 -1.2 1.2
H -0.7865 2.5637 0.9108 2.3 -2.0 -1.1
H 0.4418 0.1548 2.0445 -1.5 2.3 -3.2
N -0.2148 1.9728 -1.0218 0.2 -4.2 3.4
N -0.1527 1.8176 0.4058 -2.0 2.8 1.6
O -0.2080 -2.4019 0.8808 3.3 4.6 1.1
O 0.1804 -2.3414 -1.3646 1.3 1.5 2.9
```
Positions in Å, forces in eV/Å.